(1)
C50H59GeN3O5P2Pb | ωB97M-V/def2-TZVPD

## Properties
charge = +3
total energy = -147834.426 eV
LUMO level (alpha / beta) = -8.11 / -10.25 eV
spin multiplicity = 2
Kohn-Sham gap (alpha / beta) = 5.9 / 3.8 eV

```
121
Properties=species:S:1:pos:R:3:lowdin_spin:R:1
H 2.548 5.867 1.645 0.00
H 0.908 -2.298 -5.725 0.00
H 5.320 1.859 -1.428 0.00
C 3.891 3.439 2.019 0.00
C 2.463 -2.220 -2.185 0.00
N 2.314 -2.029 -0.868 0.00
H -2.535 -3.645 -1.033 0.00
H -4.791 -2.694 -0.870 0.00
C -0.528 -1.999 -4.168 0.02
H 2.665 3.532 4.581 0.00
H 4.681 -4.120 0.249 0.00
C -4.111 -2.217 -2.883 0.09
H 4.946 -4.493 -2.199 0.00
C -0.100 -4.839 3.244 0.00
C -1.129 0.405 -5.463 0.00
H -3.771 -1.772 -4.988 0.00
C -6.234 -3.232 -2.347 0.00
C -0.939 0.660 6.453 0.00
H -1.748 5.954 -0.027 0.00
C -1.019 5.151 0.086 0.00
C -1.526 -1.158 -3.667 0.06
H 1.436 5.666 3.017 0.00
N 2.004 -1.632 1.804 0.00
C 4.058 -3.597 -0.466 0.00
C -4.016 0.165 1.905 0.00
H -1.269 -3.047 3.110 0.00
H 0.285 5.570 -2.286 0.00
C 1.324 -0.797 5.775 0.00
P -1.125 -2.215 0.316 0.01
C 2.513 3.872 2.474 0.00
H 3.439 -3.052 2.155 0.00
H 2.199 -1.365 5.494 0.00
C -0.112 0.145 7.430 0.00
C 4.601 1.587 -2.201 0.00
H -5.918 -2.717 -5.707 0.00
H 2.893 2.271 -4.295 0.00
C -0.481 -3.646 1.191 0.00
H 4.215 0.587 -1.989 0.00
H 0.508 -4.460 -0.557 0.00
H 4.440 4.126 -3.409 0.00
H -1.264 4.578 0.981 0.00
O 2.836 2.498 -0.916 0.00
C -0.675 -3.773 2.567 0.00
H -7.510 -3.614 -4.036 0.00
H -3.095 4.175 -1.680 0.00
H 2.255 2.076 3.657 0.00
C 3.982 4.010 -2.428 0.00
H -0.357 0.307 8.473 0.00
H 3.158 4.731 -2.358 0.00
C 0.827 -0.566 3.356 0.00
H -1.436 5.809 -2.592 0.00
C 2.407 5.377 2.614 0.00
H 3.184 5.740 3.287 0.00
C -4.938 -0.757 2.380 0.00
H 1.813 -1.638 -2.835 0.00
H 3.921 2.366 1.824 0.00
O -1.482 1.036 4.211 0.00
P -2.576 -1.598 -2.290 0.43
C 2.437 2.230 -3.305 0.00
H -0.987 -3.361 -1.853 0.01
H -0.038 5.623 0.231 0.00
O 0.192 0.058 2.410 0.00
H -1.113 0.862 3.331 0.00
C -3.565 -2.571 1.594 0.00
O 1.487 3.457 1.464 0.00
C 0.496 -0.288 4.754 0.00
C 3.386 -3.102 -2.709 0.00
H -6.938 -3.629 -1.626 0.00
H 3.466 -3.238 -3.779 0.00
H 1.595 2.928 -3.290 0.00
H -1.827 1.227 6.700 0.00
C -0.637 0.470 5.113 0.00
H 1.090 -6.616 3.087 0.00
H -0.309 -2.956 -3.709 0.00
H 1.684 -0.962 7.869 0.00
C -2.320 3.508 -1.302 0.00
N 1.783 -1.470 3.120 0.00
C 0.158 -1.632 -5.316 0.00
C -2.858 -0.278 1.280 0.01
H -5.831 -0.411 2.886 0.00
C -1.817 0.051 -4.312 0.02
H 1.026 3.327 3.943 0.00
C -0.137 -0.434 -5.960 0.02
H 4.616 3.668 2.799 0.00
H 5.116 1.568 -3.163 0.00
C -0.673 5.054 -2.400 0.00
H 2.053 1.219 -3.139 0.00
H -2.653 3.099 -0.345 0.00
C -5.032 -2.717 -1.928 0.06
H 4.728 4.251 -1.669 0.00
C 2.084 3.151 3.740 0.00
H -4.189 1.225 2.046 0.00
C -4.718 -2.123 2.219 0.00
C -1.017 4.271 -1.149 0.00
C -6.553 -3.224 -3.710 0.10
H 0.397 -0.163 -6.863 0.00
H 1.461 -6.375 0.655 0.00
C -1.783 -2.893 -1.274 0.07
C 3.467 2.594 -2.252 0.00
H -2.601 0.698 -3.932 0.00
C -5.662 -2.705 -4.655 0.01
H -5.440 -2.837 2.594 0.00
C -4.457 -2.175 -4.253 0.06
H -3.390 -3.637 1.486 0.00
C 0.660 -5.775 2.557 0.00
C 3.093 -2.708 -0.014 0.00
C 0.315 -4.569 0.506 0.00
C 1.034 -0.578 7.095 0.00
C 2.877 -2.485 1.419 0.00
H -0.252 -4.938 4.312 0.00
C -2.625 -1.646 1.128 0.01
Ge 1.517 3.302 -0.216 0.00
C 4.203 -3.799 -1.827 0.00
C 0.869 -5.641 1.188 0.00
H -2.187 2.690 -2.013 0.00
Pb 0.876 -0.306 0.239 0.00
H -2.131 0.444 0.923 0.00
H 4.199 3.973 1.113 0.00
H -1.376 1.324 -5.980 0.00
H -0.613 4.391 -3.266 0.00
O 0.012 3.213 -0.995 0.00
```

***

(2)
C50H59N10O2SW | ωB97M-V/def2-TZVPD

## Properties
charge = +3
total energy = -84440.112 eV
LUMO level = -9.20 eV
spin multiplicity = 1
Kohn-Sham gap = 5.6 eV

```
123
Properties=species:S:1:pos:R:3:mulliken_charge:R:1
H -4.696 1.839 1.216 0.56
H 3.826 -1.161 -3.965 0.26
C 3.459 1.214 -0.337 0.18
H 0.621 1.129 -5.668 0.44
C 0.854 4.116 0.270 -1.92
C -3.769 4.740 3.110 -0.96
C -0.209 0.248 -1.780 0.16
H 1.558 4.169 1.103 0.33
H 5.317 0.708 -1.172 0.53
H 3.667 -2.676 0.241 0.73
N -0.298 -1.426 2.487 -1.05
N -1.464 0.957 3.171 0.75
H 0.683 -1.604 2.696 0.00
H -4.327 5.564 2.681 0.46
C -0.916 3.343 -5.152 -1.55
H -3.485 2.351 -4.996 0.33
C 2.871 -2.135 -0.248 -0.54
C -0.427 1.032 -5.961 -2.02
C -4.910 -0.318 1.220 -1.43
H 3.582 -4.193 -4.243 0.54
H 2.035 1.703 4.491 0.74
C 3.679 -2.845 -2.567 1.36
H -1.553 3.991 -4.549 0.38
H -3.855 3.291 6.177 0.45
H -5.982 -0.344 1.353 0.50
H -0.988 3.673 -6.188 0.47
C 0.601 0.305 5.112 -0.34
O 0.931 -3.613 2.015 -0.70
H 5.262 -4.303 -2.521 0.46
H -2.548 1.583 5.455 0.34
C 4.474 -1.771 -3.333 -1.50
C 1.701 0.716 4.160 -1.94
H -0.511 1.395 -6.984 0.44
H -2.983 -4.397 1.160 0.75
C -4.207 0.873 1.150 -0.26
C -2.023 2.094 -2.634 -0.90
H -2.847 2.014 -6.600 0.47
C 2.732 -2.126 -1.629 0.76
H 0.954 5.032 -0.315 0.58
C -1.819 1.815 -1.306 -1.01
H -2.207 -0.055 4.896 0.89
C 2.886 -3.706 -3.562 -1.55
H -1.428 -2.272 4.036 1.25
C -4.077 4.419 4.422 -0.62
N -2.823 -1.444 1.033 0.13
N 0.914 -0.770 0.078 1.57
C 0.806 -0.686 -1.269 -0.13
C -2.348 -4.413 0.288 -0.80
H -2.711 4.705 1.336 0.44
C 1.964 -1.457 0.542 -1.46
O -1.364 -3.842 2.942 -0.70
C 1.672 -1.353 -2.114 -1.27
C 2.616 1.046 2.040 0.85
H 2.165 3.066 -1.018 0.93
H 0.118 3.469 -4.826 0.34
H -2.401 2.321 -0.554 0.10
H 1.037 0.398 6.108 0.56
C -1.915 3.119 2.461 1.07
C -3.542 3.364 5.143 -0.95
H 3.818 1.500 3.730 0.47
C 5.589 0.878 0.901 -0.93
C -2.787 4.206 2.293 -0.40
H -1.237 4.127 -0.076 0.42
C -0.558 -4.666 -1.829 -0.49
N 1.216 1.757 0.323 0.06
C -0.360 0.501 -3.136 -1.18
H 3.092 1.326 -1.351 0.44
C -1.054 -3.898 0.378 0.08
H 5.211 -2.255 -3.975 0.52
H -0.370 -1.433 5.881 0.42
H 1.541 -1.271 -3.182 0.36
H -4.805 5.040 4.926 0.42
H 2.136 -1.453 1.605 -0.07
C -2.727 2.336 4.699 -0.02
H -3.133 0.683 -5.475 0.39
H -0.212 1.023 5.076 0.08
C 4.650 -3.752 -1.808 -2.14
C -2.795 1.718 -5.553 -1.61
C -0.149 -4.070 -0.658 -0.22
N -2.889 0.873 0.996 0.55
C 4.807 0.891 -0.233 -0.92
H -3.173 -6.195 -3.153 0.22
C -2.080 2.119 3.478 0.76
H 4.117 -4.484 -1.198 0.47
C -0.561 4.048 0.784 -1.22
C -1.878 -5.139 -1.970 0.57
H -4.618 -2.450 1.149 0.54
H -3.758 -5.416 -0.953 0.37
H 2.192 -3.118 -4.166 0.25
H -1.615 -5.981 -3.817 0.23
S -0.478 -3.345 1.942 1.89
H 0.150 -4.818 -2.634 0.13
C -2.758 -5.008 -0.875 -1.00
H 5.330 -3.181 -1.173 0.39
C 1.184 2.911 -0.578 -0.73
C 5.148 1.185 2.185 -0.66
C -4.154 -1.471 1.122 -0.52
N 1.463 0.815 2.693 0.72
C -1.248 1.461 -3.610 0.40
H 0.883 -3.799 -0.510 0.76
N -0.916 0.926 -0.858 0.74
W -0.363 0.762 1.384 2.46
C -0.927 -1.329 3.832 0.75
H 2.332 -4.488 -3.038 0.37
H -2.891 -0.562 3.376 0.21
H 5.929 1.354 2.917 0.45
C 3.860 1.252 2.679 -0.86
H 6.650 0.704 0.777 0.48
H 0.947 -1.805 4.798 0.53
H 5.008 -1.116 -2.642 0.24
C -1.962 -0.238 3.853 -2.19
H 0.468 2.800 -1.394 0.03
N -2.290 -5.715 -3.121 -0.43
H -0.709 4.932 1.404 1.03
H 2.530 0.017 4.309 0.77
C -2.222 -0.285 0.962 -0.87
C -1.345 1.863 -5.063 1.81
H -2.776 2.822 -2.901 0.68
C 2.476 1.348 0.639 0.31
H -0.710 -0.023 -5.961 0.42
N -0.909 2.861 1.595 0.01
H 0.238 -0.044 -3.847 0.66
C 0.102 -1.124 4.948 -1.95
```

***

(3)
C50H62CdN2O4S | ωB97M-V/def2-TZVPD

## Properties
total energy = -79428.346 eV
LUMO level = -0.85 eV
spin multiplicity = 1
Kohn-Sham gap = 6.1 eV

```
120
Properties=species:S:1:pos:R:3:mulliken_charge:R:1
H -0.855 -3.877 -0.027 0.55
C -0.648 -3.888 -2.943 -1.64
H 2.987 1.517 -3.008 0.37
H -2.908 -4.399 -4.392 0.44
H -4.542 0.714 0.375 0.28
H 0.296 4.257 4.026 0.24
O -2.917 2.422 0.910 -1.61
C -1.707 3.185 -0.990 0.14
C -1.820 -2.286 0.987 -0.07
H -0.826 5.123 -0.660 0.86
H -4.068 -3.607 -3.327 0.43
C -2.278 -2.909 -1.318 -0.56
C -1.071 3.298 -5.221 -2.04
H -0.841 3.885 -2.793 0.39
H 5.424 -2.176 3.026 0.31
C 0.427 3.573 0.160 0.72
H 3.784 -3.173 -0.187 0.31
H 3.947 2.730 -3.873 0.48
C -2.762 -1.261 0.891 0.39
C 5.009 2.442 -1.383 -2.29
H -3.528 0.583 -3.146 0.27
S -2.520 1.765 4.830 -0.58
H -1.411 4.292 -4.928 0.44
H -0.500 0.665 -4.729 0.33
C -1.584 -3.081 -0.125 -0.74
H 5.823 -3.887 2.898 0.48
C 4.537 -3.038 0.590 -1.60
H -0.053 3.145 -4.860 0.19
N -2.330 -0.748 5.693 -0.48
C 2.954 -1.084 2.346 -0.91
N -0.328 0.412 5.414 0.01
H 0.106 1.258 5.073 0.18
C -1.510 3.150 -2.364 -0.09
H -1.038 -3.638 2.442 0.88
H -3.304 2.517 -6.419 0.46
C -2.102 -3.912 -2.453 2.17
H 0.337 -2.714 6.308 0.44
C -3.235 1.336 -1.188 0.72
O -3.133 -0.549 2.041 -0.41
H 3.968 -0.701 2.404 0.29
H -2.777 -2.663 -4.107 0.20
C 0.349 -2.027 2.250 0.85
H 0.045 -4.113 -2.134 0.31
C -3.360 -0.963 -0.335 0.30
C -3.129 -1.817 -1.409 -0.07
H -1.506 4.344 0.780 0.31
H 4.315 5.074 -0.966 0.37
C -2.603 2.295 -0.371 1.18
H -1.613 -2.090 3.089 -0.51
H 4.864 -1.999 0.564 0.36
C -1.698 0.363 5.327 0.47
C 1.426 -2.895 2.159 -0.55
H -4.094 1.653 -5.096 0.32
H 5.769 2.661 -2.134 0.44
C 2.810 2.173 0.436 -0.53
C 2.747 -2.454 2.185 -0.39
C -0.223 -1.827 6.061 -0.50
H 2.280 3.085 -3.404 0.23
H 3.130 5.188 -2.275 0.31
C 1.407 3.616 -0.820 -0.37
C -2.451 -5.316 -1.933 -1.75
H -2.150 0.045 -4.841 0.18
C 3.938 -3.382 1.965 2.25
C -4.161 0.305 -0.559 -1.57
H -2.185 -2.695 6.294 0.41
C -1.069 -2.559 2.269 -1.24
C -1.486 0.850 -5.157 -1.49
C -3.398 2.457 -5.333 -1.80
C 2.627 2.961 -0.690 -0.41
C 1.877 2.136 1.467 0.02
H 4.809 4.784 -2.639 0.45
H 5.393 -3.678 0.366 0.45
H 4.428 -5.477 1.822 0.46
H -1.406 0.821 -6.245 0.49
H -0.400 -2.902 -3.339 0.32
H -2.381 -6.043 -2.744 0.46
C -3.023 -3.618 -3.640 -1.94
C 3.197 2.583 -3.094 -1.56
C 0.568 -0.635 2.370 -0.81
H -4.292 -1.402 3.519 0.23
H -1.776 -5.629 -1.136 0.31
H 3.223 1.425 2.967 0.76
H 1.213 -3.954 2.078 0.46
C 3.541 -4.860 1.968 -2.06
H -3.825 3.394 -4.974 0.38
H -0.504 -4.627 -3.734 0.47
C -1.615 -1.811 6.030 -0.15
H -5.021 -0.007 2.693 0.31
H 5.379 2.800 -0.421 0.45
H 4.883 1.360 -1.337 0.38
C -0.182 4.302 3.043 -1.26
H 2.842 -5.084 1.162 0.35
C -4.422 -0.908 2.553 -1.31
H -5.001 0.108 -1.227 0.88
C -3.004 1.323 -2.552 -0.47
H 3.710 1.587 0.562 0.59
H -3.646 -1.604 -2.333 0.59
O -0.153 3.000 2.451 -0.29
C 0.712 2.892 1.351 0.20
H 0.352 5.020 2.423 0.42
H -1.218 4.617 3.168 0.30
H 3.087 -5.141 2.920 0.38
H 4.583 -3.354 4.042 0.37
H 1.200 4.195 -1.711 0.40
O -0.412 0.203 2.486 -0.06
H 1.552 1.657 3.503 -0.08
H -3.471 -5.332 -1.547 0.38
C 4.002 4.642 -1.918 -1.67
C 5.005 -3.181 3.050 -1.78
Cd -1.980 1.447 2.339 2.01
C 0.415 -0.663 5.720 0.04
H 1.489 -0.558 5.719 0.37
H -4.932 -1.582 1.864 0.42
H -1.049 3.262 -6.311 0.46
C -2.160 2.236 -3.181 -0.62
C -2.019 2.216 -4.698 2.19
C 2.176 1.293 2.685 -1.49
C 3.701 3.144 -1.757 2.19
C -0.936 4.175 -0.130 -1.49
C 1.909 -0.183 2.453 1.08
```

***

(4)
C50H64IrN4OP2S2Si2 | ωB97M-V/def2-TZVPD

## Properties
charge = +1
total energy = -119733.827 eV
LUMO level (alpha / beta) = -1.53 / -3.06 eV
spin multiplicity = 5
Kohn-Sham gap (alpha / beta) = 6.9 / 7.3 eV

```
126
Properties=species:S:1:pos:R:3:lowdin_spin:R:1
C -2.797 4.337 -3.485 0.00
C 3.954 -3.504 0.120 0.00
H 0.920 -4.381 2.761 0.00
H 2.638 2.425 -2.060 0.00
H -4.159 -3.179 -0.275 0.00
H 3.264 -2.081 3.643 0.00
H -3.327 3.546 1.035 0.00
H 1.957 -2.858 -0.363 0.01
C -0.106 -1.829 0.654 0.62
C -2.159 -2.078 -1.259 0.00
C 0.347 -2.461 3.558 0.01
C -1.930 2.300 -2.533 0.00
H 5.660 -1.570 -1.706 0.00
C -0.267 -1.802 4.617 0.00
H 4.033 2.283 2.993 0.00
H 2.021 -0.470 -5.072 0.00
C 0.438 5.510 -1.701 0.00
C -0.397 -1.243 -7.323 0.00
H -1.238 -4.387 -3.568 0.00
H -0.009 3.336 -5.148 0.00
C 2.463 -2.395 1.668 0.01
H -0.551 -1.819 -8.229 0.00
P 0.878 -1.570 2.070 0.10
H -3.814 -3.041 4.659 0.00
C 0.315 5.051 -0.256 0.00
N 1.024 0.006 2.237 0.13
H 1.671 -1.798 -7.141 0.00
C -4.739 0.790 1.064 0.01
H 2.441 -0.769 5.074 0.00
H -0.897 -0.558 -2.590 0.00
C 2.724 -2.915 0.401 0.01
H 5.916 0.109 -2.207 0.00
O 0.460 2.486 -0.908 0.04
H -1.707 5.143 -5.156 0.00
P -1.810 -1.522 0.431 0.09
Si -2.940 1.115 1.433 0.02
C 3.120 3.368 -1.805 0.00
H -3.248 0.175 3.723 0.00
H -5.660 -4.291 3.568 0.00
C -3.036 -2.427 1.409 0.00
C -2.874 3.322 -2.539 0.00
C 3.607 1.363 2.574 0.00
C 4.935 -3.570 1.099 0.00
C -1.448 -0.514 -6.780 0.00
C -3.895 -3.066 3.578 0.00
C -1.260 0.233 -5.624 0.00
N -1.926 0.066 0.511 0.16
H 1.449 5.842 -1.941 0.00
H 0.019 2.584 3.187 0.00
C 0.456 -3.855 3.589 0.00
H 4.319 0.546 2.752 0.00
C -4.928 -3.766 2.966 0.00
C -5.020 -3.795 1.581 0.00
H -5.829 -4.336 1.102 0.00
C 5.118 -0.106 -0.191 0.00
H 0.764 5.745 0.462 0.00
H -2.420 -0.524 -7.259 0.00
Si 1.932 0.996 3.329 0.02
C 5.980 -0.584 -1.367 0.00
S 1.048 3.457 0.110 0.00
C -0.622 -3.897 5.739 0.00
H -0.384 -0.726 4.580 0.00
H -4.143 -1.250 -3.888 0.00
C 4.688 -3.048 2.366 0.00
C -0.819 3.336 -4.421 0.00
H 5.448 -3.107 3.135 0.00
C 2.781 3.774 -0.373 0.00
H 1.423 0.524 5.709 0.00
H -2.078 0.803 -5.202 0.00
H 0.943 2.811 4.682 0.00
C 1.029 2.616 3.607 0.00
H 5.890 -4.036 0.882 0.00
S 0.316 1.036 -3.460 0.03
N -0.046 -0.054 -2.352 0.11
H 5.476 0.846 0.202 0.00
H 4.201 3.236 -1.897 0.00
H 3.146 0.808 5.447 0.00
H -2.135 2.872 -0.112 0.00
C 2.260 0.307 5.038 0.01
C -3.397 -1.786 -3.310 0.00
C -4.077 -3.137 0.802 0.00
H 1.561 3.464 3.163 0.00
H -3.663 3.329 -1.794 0.00
C -1.769 4.347 -4.424 0.00
C -2.482 2.852 0.928 0.00
C -2.960 -2.399 2.802 0.00
C 1.052 -0.486 -5.563 0.00
C -2.717 -2.861 -3.871 0.00
H -2.928 -3.164 -4.890 0.00
C -2.695 1.009 3.279 0.00
H 2.969 4.831 -0.167 0.00
H -1.219 -1.992 6.531 0.00
Ir 0.430 0.100 -0.185 2.44
C -1.492 -3.163 -1.822 0.01
H -1.630 0.899 3.524 0.00
C -0.026 -4.569 4.676 0.00
H -0.729 4.909 0.026 0.00
H -1.944 1.518 -1.776 0.00
H -3.633 -0.551 -1.556 0.00
H -1.671 3.218 1.573 0.00
C -0.007 0.239 -5.028 0.01
C -0.928 2.318 -3.484 0.00
H -5.378 1.294 1.801 0.00
H 5.141 -0.826 0.630 0.00
H -5.029 1.152 0.068 0.00
H -0.739 -3.686 -1.241 0.01
C -0.745 -2.515 5.708 0.00
C -3.118 -1.395 -2.005 0.00
H 3.357 3.188 0.345 0.00
H -4.957 -0.283 1.114 0.00
C -1.767 -3.551 -3.127 0.00
H -3.537 5.130 -3.488 0.00
H 3.504 1.494 1.490 0.00
H -3.055 1.935 3.745 0.00
H -0.992 -4.454 6.592 0.00
H -2.173 -1.839 3.282 0.00
H 7.019 -0.646 -1.050 0.00
C 3.458 -2.469 2.648 0.00
C 3.715 0.066 -0.578 0.03
H 2.808 4.115 -2.533 0.00
H 0.152 4.711 -2.387 0.00
H 0.061 -5.649 4.697 0.00
H -0.234 6.352 -1.867 0.00
N 2.611 0.188 -0.855 0.06
C 0.853 -1.231 -6.715 0.00
H 4.141 -3.923 -0.863 0.00
```